# 1
# C14H20N2O3S

An isolated molecule of C14H20N2O3S (wB97M-V/def2-TZVPD, the Open Molecules 2025 dataset).

Properties
Relative energy (zero: lowest compared OMol25 entry of this formula, charge and spin) = 74.23 kJ/mol
Electronic energy = -34801.1616 eV
SMILES = C=CCSc1nc(C)c(CC(=O)OCCCC)c(=O)[nH]1
E_HOMO = -8.57 eV

The geometry in XYZ format:
```
40
Properties=species:S:1:pos:R:3:forces:R:3:mulliken_charge:R:1
C -4.723 -2.462 -0.893 0.0 -0.1 0.0 -0.842
C -4.013 -1.509 -0.318 0.1 0.0 0.0 -0.007
C -4.609 -0.334 0.367 0.2 0.4 -0.1 -0.491
S -4.294 1.208 -0.578 -0.3 0.0 -0.1 -0.198
C -2.635 1.523 -0.123 -0.1 -0.2 0.2 0.132
N -2.028 0.738 0.701 -0.4 -0.3 0.0 -0.261
C -0.738 1.019 1.035 0.3 0.6 -0.2 1.042
C -0.120 0.039 1.978 0.0 0.0 0.0 -1.116
C -0.074 2.105 0.540 -0.1 -0.1 0.3 0.302
C 1.345 2.448 0.868 -0.1 0.0 -0.2 -1.570
C 2.354 1.781 -0.056 0.0 0.4 0.3 0.649
O 3.465 2.195 -0.246 0.1 0.0 -0.1 -0.621
O 1.858 0.675 -0.615 -0.2 -0.2 0.0 -0.138
C 2.701 -0.028 -1.529 0.6 -0.2 -0.3 -0.739
C 3.815 -0.813 -0.836 -0.3 0.2 0.3 -0.723
C 3.321 -1.742 0.273 0.0 0.0 -0.2 -0.187
C 2.337 -2.799 -0.214 0.1 0.2 0.2 -1.208
C -0.741 2.996 -0.387 -0.2 -0.3 0.2 0.424
O -0.279 3.992 -0.902 0.2 0.2 -0.2 -0.695
N -2.061 2.616 -0.670 -0.1 0.0 -0.1 -0.067
H -4.258 -3.299 -1.384 0.1 -0.1 -0.1 0.264
H -5.801 -2.448 -0.889 -0.2 0.0 0.0 0.255
H -2.933 -1.525 -0.333 0.1 -0.1 0.0 0.304
H -4.161 -0.169 1.346 -0.1 0.0 0.0 0.277
H -5.694 -0.405 0.437 0.0 0.0 0.0 0.434
H 0.731 -0.443 1.501 0.1 -0.1 0.0 0.008
H 0.229 0.538 2.880 0.1 0.0 0.1 0.365
H -0.854 -0.715 2.247 0.0 0.0 0.0 0.389
H 1.489 3.526 0.760 0.1 -0.1 0.1 0.356
H 1.601 2.162 1.890 0.0 0.0 0.0 0.389
H 3.146 0.693 -2.223 -0.1 -0.1 0.0 0.356
H 2.026 -0.690 -2.073 0.0 0.1 0.0 0.426
H 4.330 -1.393 -1.603 0.0 0.0 -0.1 0.421
H 4.527 -0.102 -0.413 0.0 0.0 -0.1 0.343
H 2.856 -1.145 1.061 0.1 0.0 0.1 0.134
H 4.191 -2.237 0.712 0.0 0.0 0.1 0.363
H 2.104 -3.493 0.590 -0.1 -0.1 0.0 0.365
H 1.408 -2.343 -0.546 -0.1 0.0 -0.1 0.244
H 2.763 -3.363 -1.041 0.0 -0.1 -0.1 0.371
H -2.578 3.204 -1.315 0.1 0.0 0.1 0.248
```
Forces are in eV/Å.



# 2
# C3H5NO2

A cluster of 2 separate species, C3H5NO2 in total in a non-equilibrium geometry (wB97M-V/def2-TZVPD, the Open Molecules 2025 dataset).

Properties
Relative energy (zero: lowest compared OMol25 entry of this formula, charge and spin) = 396.44 kJ/mol
Electronic energy = -8773.5859 eV
E_HOMO = -8.05 eV

The geometry in XYZ format:
```
11
Properties=species:S:1:pos:R:3:forces:R:3:mulliken_charge:R:1
C 1.973 -0.273 0.035 1.1 0.6 -0.3 0.615
C -0.591 0.490 -0.457 -2.3 -2.5 -4.7 -0.180
C -1.589 -0.553 0.014 2.5 -0.4 -0.7 -0.933
N 2.359 0.413 -0.870 0.1 0.2 -1.1 -0.505
O 1.813 -0.847 1.028 -0.7 -0.8 0.8 -0.425
O -0.159 1.405 0.233 0.9 0.6 5.5 -0.123
H -1.114 -1.569 -0.146 -0.8 1.1 -0.4 0.232
H -2.543 -0.416 -0.472 0.0 -0.1 -0.6 0.312
H -1.730 -0.512 1.035 -0.6 0.3 2.9 0.390
H 1.822 0.699 -1.683 0.0 -0.2 0.4 0.372
H -0.242 1.163 1.284 -0.3 1.2 -1.8 0.245
```
Forces are in eV/Å.